C22H66O14 | ωB97M-V with the def2-TZVPD basis set

Geometry as XYZ:
```
102
Properties=species:S:1:pos:R:3:forces:R:3
O -4.653 2.683 -4.094 -0.745 -0.346 0.285
C -4.762 1.699 -5.119 -0.196 -0.218 0.471
C -3.815 0.546 -4.809 0.318 -0.283 -0.380
O -2.499 0.977 -4.460 -0.324 0.228 -0.652
H -3.788 2.611 -3.671 0.021 0.104 -0.025
H -5.800 1.357 -5.152 0.057 -0.172 0.275
H -4.608 2.122 -6.113 0.454 0.050 0.101
H -3.640 -0.049 -5.712 -0.375 -0.046 -0.010
H -4.213 -0.127 -4.043 -0.062 0.177 0.097
H -2.444 1.359 -3.570 -0.166 -0.489 0.244
O -2.863 1.985 -1.935 0.388 -0.018 0.294
C -3.479 1.592 -0.713 -0.809 -0.671 0.119
C -4.838 2.273 -0.535 1.557 1.031 -0.265
O -5.875 1.697 -1.270 -0.359 -0.357 0.265
H -2.381 2.811 -1.819 -0.269 0.081 0.006
H -3.609 0.511 -0.800 -0.072 0.003 0.127
H -2.863 1.770 0.173 0.273 0.230 -0.222
H -4.647 3.312 -0.854 -0.232 0.029 -0.068
H -5.025 2.378 0.534 -0.722 -0.591 -0.045
H -5.621 1.685 -2.203 0.068 0.268 -0.020
O -0.009 1.458 -3.113 -0.033 0.120 -0.353
C 0.913 0.564 -3.780 -0.011 0.349 1.161
C 0.336 0.070 -5.073 0.409 -0.583 -0.628
O -0.688 -0.910 -4.952 -0.158 -0.011 -0.253
H 0.019 1.304 -2.166 0.010 -0.111 -0.011
H 1.852 1.101 -3.942 -0.062 0.041 -0.335
H 1.148 -0.212 -3.047 -0.065 -0.419 -0.441
H 1.098 -0.446 -5.665 0.374 0.271 0.253
H 0.034 0.926 -5.683 -0.293 0.019 0.175
H -1.541 -0.441 -4.993 0.200 0.243 0.616
C -3.090 7.546 -1.149 -0.307 0.293 -0.158
C -3.739 6.909 -2.363 1.119 1.506 -1.314
O -3.684 5.491 -2.283 -1.681 0.210 0.342
H -3.509 7.201 -0.203 0.216 -0.324 -0.024
H -3.297 8.619 -1.155 0.030 -0.006 -0.183
H -2.006 7.447 -1.204 -0.003 -0.248 0.382
H -3.181 7.195 -3.259 0.638 -0.083 0.190
H -4.634 7.473 -2.666 -1.007 -1.238 0.842
H -3.905 5.100 -3.137 0.028 0.263 -0.139
C -0.055 5.506 -2.586 -0.630 0.607 -0.128
C -1.135 4.483 -2.255 0.844 -0.213 0.276
O -1.597 3.839 -3.477 -0.041 0.100 1.000
H 0.613 5.727 -1.754 0.137 -0.349 -0.013
H -0.510 6.470 -2.835 -0.096 -0.090 -0.163
H 0.469 5.181 -3.483 0.322 -0.056 0.215
H -1.991 4.912 -1.717 0.533 -0.171 -0.501
H -0.698 3.724 -1.588 0.090 -0.130 -0.198
H -1.088 3.012 -3.536 0.137 0.118 -0.396
C -0.749 2.751 -8.224 -0.967 0.301 -0.652
C -1.506 1.427 -8.074 1.517 0.704 -1.266
O -1.823 0.959 -9.386 -0.331 -0.005 0.188
H -0.043 2.717 -9.055 0.347 -0.431 0.302
H -0.272 3.044 -7.289 0.018 0.118 -0.038
H -1.443 3.527 -8.565 -0.040 0.120 0.417
H -2.413 1.593 -7.491 0.141 -0.441 0.432
H -0.736 0.750 -7.700 -0.675 -0.367 0.764
H -1.905 0.001 -9.308 0.046 -0.022 -0.059
C -8.284 4.045 -3.457 0.135 -0.279 0.381
C -7.704 5.448 -3.573 -1.099 -0.408 0.073
O -6.390 5.418 -4.104 -0.374 0.210 0.508
H -8.376 3.542 -4.419 0.030 0.117 -0.064
H -9.259 4.052 -2.965 -0.045 0.123 -0.128
H -7.640 3.433 -2.816 0.028 -0.025 -0.078
H -7.774 5.909 -2.579 0.429 0.125 -0.038
H -8.375 6.033 -4.205 0.455 0.162 -0.296
H -5.923 4.874 -3.457 0.321 -0.076 -0.327
C -4.545 -1.247 -9.862 0.332 0.756 -0.152
C -5.482 -0.770 -8.785 -0.106 0.387 0.449
O -6.838 -0.743 -9.233 0.157 0.059 0.063
H -4.783 -2.229 -10.262 0.150 -0.130 0.218
H -3.536 -1.144 -9.459 0.046 -0.738 0.036
H -4.530 -0.530 -10.689 -0.348 -0.084 -0.063
H -5.143 0.222 -8.458 -0.164 0.123 -0.242
H -5.421 -1.356 -7.860 -0.017 -0.409 -0.245
H -7.184 0.141 -9.089 -0.076 -0.029 -0.035
C -1.353 -4.338 -4.345 -0.670 -0.559 -0.592
C -2.298 -3.560 -3.473 -0.497 1.532 0.658
O -1.579 -2.762 -2.511 0.180 -0.489 -0.141
H -1.890 -4.905 -5.115 -0.191 -0.116 0.232
H -0.806 -5.056 -3.738 0.284 0.141 -0.083
H -0.709 -3.695 -4.945 0.272 0.175 0.478
H -3.030 -4.133 -2.902 0.410 -0.500 0.018
H -2.940 -2.828 -3.986 0.184 -0.344 -0.710
H -0.910 -2.316 -3.044 -0.006 0.274 0.110
C -4.010 4.484 -6.213 0.360 -0.196 -1.855
C -2.930 5.532 -6.367 0.290 0.087 1.429
O -2.536 5.998 -5.062 -0.285 0.429 0.297
H -4.985 4.867 -5.924 0.196 0.074 0.522
H -3.643 3.682 -5.598 0.081 0.349 0.523
H -4.184 3.960 -7.165 0.080 0.351 -0.223
H -3.275 6.434 -6.869 0.082 -0.139 -0.297
H -2.002 5.148 -6.800 -0.353 -0.124 -0.606
H -2.372 5.256 -4.454 0.205 -0.049 -0.727
C -0.889 -3.626 -9.239 -0.480 0.085 -0.642
C -1.282 -3.214 -7.843 1.874 0.035 0.416
O -1.364 -1.786 -7.792 -0.575 -0.186 0.043
H 0.039 -3.141 -9.544 -0.004 0.125 0.197
H -1.654 -3.309 -9.954 -0.002 -0.120 -0.018
H -0.730 -4.698 -9.358 -0.194 -0.048 0.213
H -0.417 -3.462 -7.210 -0.192 -0.294 0.092
H -2.126 -3.745 -7.399 -0.385 0.274 -0.374
H -1.103 -1.548 -6.892 -0.074 0.251 0.081
```
Forces are in eV/Å.

Computed properties:
- relative energy (zero: lowest compared OMol25 entry of this formula, charge and spin) (eV) = 1.196
- total charge = 0
- lowest unoccupied orbital energy (eV) = 0.2
- HOMO (eV) = -9.67
- structure (SMILES) = OCCO.OCCO.OCCO.CCO.CCO.CCO.CCO.CCO.CCO.CCO.CCO

C5H16NO | ωB97M-V with the def2-TZVPD basis set

Geometry as XYZ:
```
23
Properties=species:S:1:pos:R:3:forces:R:3
C -1.157 -1.061 -1.367 -0.033 -0.488 0.206
C -1.108 0.250 -0.597 -1.271 0.283 0.341
C 0.257 0.941 -0.646 1.320 -0.043 1.352
C 1.452 0.137 -1.187 0.137 -0.454 0.620
C 2.015 -0.949 -0.261 -0.251 -1.381 0.866
N -1.537 -0.006 0.898 0.165 0.187 -0.332
H -1.650 -1.890 -0.885 -1.197 0.146 0.528
H -1.718 -0.819 -2.270 0.608 -0.648 -0.365
H -0.204 -1.596 -1.458 0.073 0.933 -0.781
H -1.963 0.859 -0.933 0.776 0.125 -0.162
H 0.625 1.174 0.367 -0.621 -0.079 0.033
H 0.289 1.940 -1.064 -0.679 0.010 -0.629
H 2.291 0.816 -1.195 -0.026 0.598 -0.722
H 1.234 -0.255 -2.168 0.327 0.061 -0.397
H 1.826 -0.820 0.806 -0.233 0.580 0.110
H 3.077 -1.073 -0.295 0.926 0.753 -0.326
H 1.803 -2.015 -0.378 -1.046 0.044 -0.662
H -1.107 -0.923 1.028 -0.494 0.036 0.921
H -1.081 0.706 1.522 0.336 -0.464 -0.214
H -2.558 0.025 1.156 1.188 -0.539 -0.960
H -0.979 1.695 3.210 0.045 0.498 0.046
H 0.430 1.211 3.130 0.284 0.130 -0.242
O -0.238 1.654 2.586 -0.332 -0.287 0.768
```
Forces are in eV/Å.

Computed properties:
- relative energy (zero: lowest compared OMol25 entry of this formula, charge and spin) (eV) = 1.525
- total charge = +1
- lowest unoccupied orbital energy (eV) = -3.4
- HOMO (eV) = -15.02

C2H2NO2S | ωB97M-V with the def2-TZVPD basis set

Geometry as XYZ:
```
8
Properties=species:S:1:pos:R:3:forces:R:3
C -0.050 0.261 -0.107 0.345 -2.346 0.286
C -0.708 1.387 0.560 -0.730 -0.012 0.687
N -0.441 2.611 0.337 0.121 -1.234 -0.197
O 1.699 -2.214 -1.148 -0.161 -0.247 -0.033
O -0.185 -0.998 0.247 -0.646 3.308 -0.102
S 0.516 -2.574 -0.284 0.574 0.584 -0.385
H 0.623 0.547 -0.912 0.334 -0.366 -0.171
H -1.454 0.979 1.308 0.164 0.311 -0.085
```
Forces are in eV/Å.

Computed properties:
- relative energy (zero: lowest compared OMol25 entry of this formula, charge and spin) (eV) = 4.670
- total charge = -1
- lowest unoccupied orbital energy (alpha / beta) (eV) = 3.5 / 3.5
- HOMO (alpha / beta) (eV) = -3.17 / -3.19

H19O10 | ωB97M-V with the def2-TZVPD basis set

Geometry as XYZ:
```
29
Properties=species:S:1:pos:R:3:forces:R:3
O 0.659 -3.257 3.031 -0.136 -0.023 -0.002
H -0.178 -3.589 2.689 0.002 -0.048 0.022
H 3.481 1.629 1.949 0.171 0.097 0.060
O -1.724 -2.631 -1.763 -0.270 0.087 -0.823
H -1.911 -1.702 -1.941 -0.175 -0.024 -0.005
H 1.939 0.841 -2.623 -0.559 0.300 -0.146
O -3.277 2.345 -1.996 -0.517 0.480 -0.896
H -0.763 -2.648 -1.825 0.012 -0.150 0.328
H -2.336 2.528 -1.874 0.110 -0.399 0.447
O -0.078 0.934 1.265 -0.288 -0.440 0.566
H -0.314 -1.200 0.834 -0.331 0.033 -0.008
H 0.866 -2.583 2.376 0.161 -0.027 -0.003
O -0.667 -2.033 0.478 0.326 0.523 0.875
H 3.636 0.455 1.043 0.142 -0.261 -0.211
H -0.351 1.576 0.509 1.377 -0.282 0.033
O 2.185 -1.112 -0.020 1.030 -0.453 -0.077
H 2.080 -0.613 -0.853 -0.357 0.549 0.455
H 1.447 -0.921 0.549 -0.224 -0.035 -0.262
O -0.273 2.245 -0.905 -0.952 -0.248 0.225
H -0.172 3.159 -0.628 0.188 0.043 -0.183
H -1.709 1.227 -0.060 -0.346 0.439 -0.574
O -2.583 1.014 0.307 -0.397 -0.627 0.077
H -2.373 0.265 0.872 -0.125 0.181 0.230
H -1.610 -1.837 0.459 -0.060 -0.340 -0.282
O 4.158 1.026 1.622 -0.374 0.064 0.053
H -3.572 1.741 -1.311 0.563 0.002 0.304
O 1.808 1.098 -1.710 0.367 -0.643 0.522
H 0.758 0.563 0.975 0.251 0.729 -0.173
H 0.875 1.480 -1.449 0.411 0.474 -0.553
```
Forces are in eV/Å.

Computed properties:
- relative energy (zero: lowest compared OMol25 entry of this formula, charge and spin) (eV) = 1.062
- total charge = -1
- lowest unoccupied orbital energy (eV) = 3.0
- HOMO (eV) = -6.52